The following is a quantum chemistry calculation of a structure of composition C52H54N8PSY, from the OMol25 dataset.

LUMO ... -4.00 eV
Total charge ... +2
Energy above the lowest of the compared OMol25 structures with the same formula, charge and spin ... 0.0 kJ/mol
Maximum force ... 0.95 eV Å⁻¹
HOMO level ... -0.460 hartree
Orbital gap ... 8.52 eV

Last column: Löwdin charge in e.
Atoms and positions in Å:
Y: -0.038 0.247 -1.386  1.453
C: -0.515 2.720 0.879  -0.216
C: 0.871 3.110 0.422  -0.171
N: 1.477 2.055 -0.415  -0.130
C: 2.378 2.623 -1.441  -0.244
C: 1.641 3.466 -2.486  -0.393
S: -0.049 2.937 -2.908  0.916
C: -1.063 4.108 -1.978  -0.412
C: -1.985 3.447 -0.966  -0.244
N: -1.395 2.309 -0.232  -0.120
H: -0.957 3.539 1.460  0.134
H: -0.427 1.855 1.542  0.028
H: 1.495 3.311 1.301  0.128
H: 0.851 4.036 -0.147  0.103
H: 2.080 1.511 0.205  0.081
H: 2.870 1.785 -1.928  0.093
H: 3.154 3.244 -0.978  0.134
H: 2.221 3.454 -3.409  0.089
H: 1.566 4.513 -2.196  0.080
H: -1.681 4.654 -2.693  0.090
H: -0.407 4.849 -1.526  0.074
H: -2.861 3.079 -1.490  0.079
H: -2.341 4.207 -0.259  0.134
H: -2.179 1.815 0.191  0.082
C: -1.427 -2.992 -2.457  -0.105
N: -0.379 -2.104 -2.978  -0.081
C: -0.647 -1.639 -4.343  -0.110
C: -1.671 -0.559 -4.249  -0.302
N: -1.967 0.026 -3.108  0.089
C: -3.134 0.752 -3.379  -0.212
C: -4.042 1.343 -2.504  -0.043
C: -5.172 1.924 -3.040  -0.062
C: -5.415 1.900 -4.423  -0.059
C: -4.569 1.246 -5.294  0.006
C: -3.443 0.656 -4.734  -0.171
N: -2.484 -0.197 -5.263  0.199
C: -2.066 -2.498 -1.189  -0.304
N: -1.774 -1.392 -0.543  0.068
C: -2.628 -1.381 0.569  -0.227
C: -2.775 -0.453 1.600  -0.049
C: -3.696 -0.725 2.589  -0.054
C: -4.479 -1.891 2.559  -0.051
C: -4.358 -2.813 1.540  0.007
C: -3.420 -2.525 0.556  -0.181
N: -3.036 -3.219 -0.583  0.189
H: -1.020 -3.993 -2.266  0.143
H: -2.216 -3.137 -3.204  0.138
H: 0.518 -2.577 -2.999  0.116
H: -1.027 -2.443 -4.988  0.141
H: 0.284 -1.277 -4.780  0.106
H: -3.901 1.290 -1.433  0.102
H: -5.900 2.384 -2.389  0.113
H: -6.309 2.366 -4.808  0.114
H: -4.794 1.179 -6.348  0.121
H: -2.428 -0.542 -6.207  0.180
H: -2.153 0.427 1.672  0.055
H: -3.805 -0.032 3.411  0.105
H: -5.189 -2.071 3.352  0.115
H: -4.960 -3.708 1.514  0.120
H: -3.409 -4.093 -0.915  0.178
N: 1.147 -1.705 -0.420  0.031
C: 2.588 -1.919 -0.464  -0.233
C: 3.181 -2.516 0.644  -0.041
C: 4.555 -2.651 0.725  -0.057
C: 5.343 -2.192 -0.317  -0.055
C: 4.742 -1.652 -1.440  -0.025
C: 3.354 -1.523 -1.561  -0.132
C: 2.815 -1.000 -2.854  -0.222
C: 3.475 -1.435 -4.006  -0.040
C: 3.218 -0.863 -5.245  -0.065
C: 2.299 0.167 -5.323  -0.088
C: 1.596 0.530 -4.176  -0.216
C: 1.769 -0.052 -2.909  -0.233
H: 0.852 -1.814 0.555  0.043
H: 0.658 -2.445 -0.915  0.071
H: 2.552 -2.873 1.445  0.086
H: 5.000 -3.106 1.599  0.114
H: 6.419 -2.265 -0.267  0.114
H: 5.359 -1.306 -2.258  0.119
H: 4.217 -2.219 -3.931  0.116
H: 3.751 -1.207 -6.121  0.112
H: 2.111 0.670 -6.262  0.111
H: 0.834 1.288 -4.328  0.016
C: -2.505 0.919 6.282  -0.066
C: -1.807 -0.276 6.320  -0.057
C: -0.885 -0.583 5.329  -0.064
C: -0.650 0.305 4.284  -0.373
C: -1.367 1.505 4.251  -0.133
C: -2.279 1.816 5.244  -0.073
P: 0.443 -0.121 2.896  1.094
C: 1.005 -1.792 3.293  -0.424
C: 2.151 -2.055 4.043  -0.078
C: 2.525 -3.363 4.312  -0.058
C: 1.751 -4.417 3.846  -0.061
C: 0.598 -4.165 3.115  -0.069
C: 0.229 -2.858 2.837  -0.130
C: 1.915 0.930 3.113  -0.381
C: 3.004 0.736 2.258  -0.134
C: 4.092 1.594 2.285  -0.068
C: 4.103 2.674 3.160  -0.066
C: 3.033 2.872 4.018  -0.062
C: 1.948 2.003 3.998  -0.075
H: -3.218 1.156 7.059  0.113
H: -1.975 -0.974 7.128  0.114
H: -0.350 -1.521 5.379  0.103
H: -1.203 2.220 3.452  0.083
H: -2.812 2.757 5.210  0.111
H: 2.755 -1.236 4.410  0.115
H: 3.416 -3.559 4.893  0.116
H: 2.044 -5.436 4.061  0.114
H: -0.015 -4.987 2.770  0.109
H: -0.681 -2.661 2.277  0.094
H: 3.027 -0.112 1.579  0.087
H: 4.933 1.411 1.631  0.113
H: 4.950 3.345 3.183  0.112
H: 3.044 3.695 4.717  0.113
H: 1.133 2.163 4.691  0.101

The following is a quantum chemistry calculation of a structure of composition C52H55AsO3P2PdSi2, from the OMol25 dataset.

LUMO (spin up / spin down) ... -0.55 / -0.06 eV
Maximum force ... 0.99 eV Å⁻¹
HOMO level (spin up / spin down) ... -0.243 / -0.251 hartree
Orbital gap (spin up / spin down) ... 6.05 / 6.77 eV

Last column: Löwdin charge in e.
Atoms and positions in Å:
Pd: -0.191 0.045 -0.451  0.331
C: 5.226 -1.032 4.498  -0.027
C: 4.466 -0.101 3.546  -0.425
C: 5.112 1.294 3.566  -0.009
C: 4.535 -0.644 2.120  -0.084
C: 5.731 -1.054 1.539  -0.016
C: 5.795 -1.451 0.212  -0.061
C: 4.656 -1.433 -0.578  -0.079
C: 3.435 -1.049 -0.037  -0.240
P: 1.950 -0.784 -1.088  1.048
C: 1.972 -2.189 -2.243  -0.374
C: 1.319 -2.059 -3.469  -0.167
C: 1.222 -3.138 -4.330  -0.077
C: 1.757 -4.368 -3.970  -0.085
C: 2.387 -4.512 -2.744  -0.082
C: 2.496 -3.428 -1.885  -0.093
C: 2.585 0.632 -2.066  -0.349
C: 2.425 1.897 -1.505  -0.112
C: 2.913 3.017 -2.160  -0.076
C: 3.558 2.886 -3.381  -0.084
C: 3.723 1.628 -3.941  -0.081
C: 3.243 0.504 -3.285  -0.092
C: 3.412 -0.675 1.304  -0.191
O: 2.196 -0.288 1.755  -0.032
C: 1.980 -0.085 3.085  -0.207
C: 0.632 -0.036 3.422  -0.269
C: 0.303 0.219 4.741  -0.065
C: 1.313 0.389 5.684  -0.065
C: 2.643 0.274 5.314  -0.018
C: 3.016 0.022 3.992  -0.088
P: -0.495 -0.479 2.061  1.107
C: -2.148 -0.013 2.672  -0.343
C: -2.417 1.344 2.857  -0.101
C: -3.693 1.767 3.187  -0.072
C: -4.723 0.844 3.322  -0.086
C: -4.464 -0.505 3.136  -0.084
C: -3.182 -0.932 2.814  -0.089
C: -0.467 -2.305 2.206  -0.347
C: -0.970 -3.035 1.131  -0.125
C: -0.923 -4.420 1.126  -0.076
C: -0.350 -5.098 2.193  -0.086
C: 0.164 -4.382 3.264  -0.080
C: 0.102 -2.996 3.272  -0.069
H: 6.282 -1.079 4.238  0.077
H: 4.817 -2.042 4.463  0.101
H: 5.167 -0.673 5.524  0.076
H: 6.145 1.241 3.223  0.087
H: 5.105 1.702 4.577  0.088
H: 4.570 1.981 2.917  0.099
H: 6.639 -1.044 2.126  0.112
H: 6.742 -1.753 -0.215  0.105
H: 4.720 -1.708 -1.622  0.111
H: 0.888 -1.108 -3.752  0.055
H: 0.717 -3.021 -5.280  0.105
H: 1.677 -5.212 -4.642  0.102
H: 2.796 -5.469 -2.451  0.102
H: 2.981 -3.556 -0.926  0.103
H: 1.886 2.019 -0.568  0.086
H: 2.768 3.994 -1.720  0.108
H: 3.928 3.762 -3.896  0.102
H: 4.226 1.519 -4.892  0.103
H: 3.381 -0.471 -3.733  0.100
H: -0.737 0.266 5.038  0.111
H: 1.058 0.589 6.715  0.103
H: 3.407 0.391 6.070  0.110
H: -1.628 2.073 2.718  0.106
H: -3.888 2.824 3.321  0.108
H: -5.721 1.177 3.569  0.101
H: -5.259 -1.231 3.240  0.103
H: -2.991 -1.989 2.682  0.095
H: -1.389 -2.510 0.274  0.049
H: -1.318 -4.966 0.279  0.104
H: -0.294 -6.178 2.183  0.101
H: 0.611 -4.902 4.101  0.102
H: 0.503 -2.457 4.122  0.102
C: -3.970 -2.666 -0.713  -0.228
Si: -3.878 -1.132 -1.783  0.234
C: -4.796 0.248 -0.935  -0.208
C: -4.657 -1.554 -3.437  -0.226
As: -1.614 -0.731 -2.304  0.826
Si: -1.778 1.043 -3.867  0.254
C: -3.350 2.054 -3.827  -0.208
C: -1.611 0.221 -5.544  -0.231
C: -0.335 2.201 -3.578  -0.207
H: -4.954 -3.125 -0.843  0.032
H: -3.849 -2.424 0.344  0.009
H: -3.219 -3.410 -0.979  0.016
H: -5.795 -0.103 -0.663  0.037
H: -4.898 1.115 -1.582  0.010
H: -4.271 0.561 -0.033  0.011
H: -5.653 -1.970 -3.268  0.031
H: -4.070 -2.302 -3.970  0.027
H: -4.759 -0.688 -4.089  0.009
H: -4.263 1.472 -3.926  0.008
H: -3.308 2.760 -4.662  0.034
H: -3.405 2.625 -2.902  0.014
H: -2.368 -0.551 -5.690  0.018
H: -0.634 -0.248 -5.655  0.012
H: -1.725 0.959 -6.342  0.029
H: -0.626 3.221 -3.838  0.038
H: 0.538 1.929 -4.175  0.028
H: -0.028 2.204 -2.531  -0.005
O: -1.839 1.422 -0.421  -0.229
C: -1.311 2.457 0.139  -0.647
O: -0.196 2.455 0.670  -0.043
C: -2.147 3.705 0.151  -0.135
C: -3.497 3.654 -0.186  -0.031
C: -4.262 4.810 -0.175  -0.074
C: -3.679 6.022 0.168  -0.092
C: -2.334 6.074 0.509  -0.082
C: -1.572 4.917 0.508  -0.021
H: -3.931 2.699 -0.438  0.077
H: -5.312 4.764 -0.435  0.102
H: -4.273 6.927 0.171  0.099
H: -1.882 7.018 0.782  0.100
H: -0.525 4.930 0.780  0.114